Record 1
Formula: C36H45NO5PSScSi
Source: OMol25
Level of theory: the ωB97M-V functional and the def2-TZVPD basis

E_LUMO (eV): 0.46
Gap between HOMO and LUMO (eV): 9.59
Energy (a.u.): -3619.80334
Highest occupied orbital energy (eV): -9.13

Last column: Löwdin charge in e.
Atoms and positions in Å:
Sc (-0.66, -0.83, -1.06)  0.84
C (3.67, -5.23, 2.68)  -0.04
C (2.37, -4.69, 2.14)  -0.25
C (1.15, -5.09, 2.67)  -0.02
C (-0.05, -4.58, 2.18)  -0.03
C (-0.01, -3.65, 1.15)  -0.28
C (1.20, -3.25, 0.60)  -0.06
C (2.38, -3.76, 1.10)  -0.01
S (-1.51, -2.89, 0.60)  0.61
O (-2.61, -3.52, 1.27)  -0.27
O (-1.34, -1.43, 0.90)  -0.39
N (-1.52, -2.83, -0.96)  -0.28
C (-0.99, -3.82, -1.88)  -0.15
C (-0.10, -3.09, -2.90)  -0.60
O (0.36, -3.68, -3.85)  0.08
O (0.11, -1.82, -2.62)  -0.15
H (3.51, -5.90, 3.52)  0.08
H (4.32, -4.41, 3.01)  0.08
H (4.21, -5.78, 1.90)  0.09
H (1.13, -5.80, 3.48)  0.11
H (-1.00, -4.87, 2.60)  0.12
H (1.25, -2.55, -0.22)  0.10
H (3.32, -3.43, 0.67)  0.11
H (-1.78, -4.34, -2.42)  0.12
H (-0.38, -4.58, -1.39)  0.12
C (-3.06, 2.97, -3.65)  -0.10
C (-1.98, 2.10, -3.00)  -0.53
C (-1.31, 1.20, -4.04)  -0.11
P (-2.48, 1.12, -1.52)  1.06
C (-2.34, 2.28, -0.08)  -0.53
C (-2.92, 1.64, 1.17)  -0.10
C (-2.87, 3.70, -0.29)  -0.10
C (-4.21, 0.49, -1.63)  -0.53
C (-5.36, 1.51, -1.64)  -0.10
C (-4.32, -0.49, -2.79)  -0.11
H (-2.61, 3.59, -4.43)  0.08
H (-3.56, 3.63, -2.94)  0.06
H (-3.82, 2.35, -4.14)  0.07
H (-1.21, 2.77, -2.59)  0.10
H (-2.00, 0.44, -4.42)  0.08
H (-0.44, 0.68, -3.64)  0.06
H (-0.97, 1.79, -4.89)  0.09
H (-1.25, 2.35, 0.04)  0.09
H (-4.01, 1.55, 1.11)  0.08
H (-2.69, 2.25, 2.04)  0.08
H (-2.51, 0.64, 1.36)  0.06
H (-3.95, 3.72, -0.46)  0.06
H (-2.38, 4.20, -1.14)  0.07
H (-2.66, 4.30, 0.60)  0.08
H (-4.28, -0.09, -0.70)  0.11
H (-5.36, 2.11, -2.54)  0.06
H (-5.33, 2.17, -0.78)  0.06
H (-6.31, 0.97, -1.61)  0.08
H (-4.24, 0.02, -3.76)  0.07
H (-5.28, -1.00, -2.76)  0.09
H (-3.54, -1.26, -2.75)  0.06
O (0.71, 0.42, -0.57)  -0.38
Si (1.77, 0.92, 0.56)  0.50
C (2.07, 2.75, 0.27)  -0.22
C (2.71, 3.55, 1.21)  -0.09
C (2.92, 4.90, 0.98)  -0.09
C (2.49, 5.48, -0.22)  -0.09
C (1.86, 4.69, -1.17)  -0.09
C (1.65, 3.34, -0.93)  -0.09
C (3.31, -0.13, 0.38)  -0.21
C (4.26, -0.26, 1.40)  -0.09
C (5.38, -1.07, 1.24)  -0.09
C (5.57, -1.76, 0.05)  -0.10
C (4.64, -1.65, -0.97)  -0.09
C (3.52, -0.84, -0.81)  -0.09
C (1.06, 0.70, 2.28)  -0.21
C (0.27, 1.69, 2.85)  -0.10
C (-0.38, 1.49, 4.06)  -0.09
C (-0.25, 0.27, 4.72)  -0.08
C (0.54, -0.73, 4.17)  -0.07
C (1.19, -0.51, 2.96)  -0.09
H (3.04, 3.13, 2.15)  0.11
H (3.42, 5.51, 1.72)  0.10
H (2.65, 6.53, -0.40)  0.10
H (1.53, 5.13, -2.10)  0.10
H (1.16, 2.72, -1.67)  0.09
H (4.12, 0.26, 2.34)  0.10
H (6.10, -1.15, 2.04)  0.10
H (6.44, -2.39, -0.08)  0.10
H (4.78, -2.19, -1.90)  0.11
H (2.79, -0.77, -1.61)  0.10
H (0.16, 2.65, 2.35)  0.10
H (-0.99, 2.27, 4.49)  0.10
H (-0.76, 0.11, 5.66)  0.10
H (0.65, -1.68, 4.68)  0.10
H (1.80, -1.31, 2.54)  0.09

=====

Record 2
Formula: C36H46AsClHgN3O9S
Source: OMol25
Level of theory: the ωB97M-V functional and the def2-TZVPD basis

E_LUMO (alpha / beta) (eV): 3.70 / 3.70
Total charge: -2
Gap between HOMO and LUMO (alpha / beta) (eV): 3.73 / 6.99
Energy (a.u.): -5488.44245
Highest occupied orbital energy (alpha / beta) (eV): -0.03 / -3.29
Spin multiplicity: 2

Last column: Löwdin spin population.
Atoms and positions in Å:
Hg (-0.07, 1.08, 0.77)  0.00
N (1.98, 1.37, -0.52)  0.00
C (3.36, 1.05, -0.13)  0.00
C (3.76, -0.42, -0.23)  0.00
C (3.15, -1.33, 0.85)  0.00
O (3.79, -1.44, 1.91)  0.00
O (2.10, -1.93, 0.53)  0.00
H (1.74, 0.98, -1.43)  0.00
H (1.86, 2.38, -0.57)  0.00
H (3.49, 1.37, 0.90)  0.00
H (4.07, 1.62, -0.75)  0.00
H (4.85, -0.46, -0.10)  0.00
H (3.51, -0.80, -1.22)  0.00
O (-2.57, 6.16, -3.85)  0.00
C (-2.66, 4.94, -4.03)  0.00
O (-3.05, 4.30, -5.03)  0.00
C (-2.18, 4.05, -2.85)  0.00
C (-2.47, 2.69, -2.85)  0.00
C (-1.94, 1.89, -1.87)  0.00
N (-1.16, 2.36, -0.90)  0.00
C (-0.91, 3.68, -0.84)  0.00
C (-1.42, 4.55, -1.80)  0.00
C (-0.03, 4.23, 0.30)  0.00
O (0.12, 5.44, 0.34)  0.00
O (0.50, 3.38, 1.08)  0.00
H (-3.08, 2.29, -3.65)  0.00
H (-2.11, 0.82, -1.84)  0.00
H (-1.20, 5.60, -1.74)  0.00
Cl (-5.27, 3.04, 2.49)  0.00
C (-3.75, 2.29, 2.97)  0.06
C (-3.46, 2.19, 4.34)  0.30
C (-2.21, 1.57, 4.63)  0.08
C (-1.41, 1.11, 3.62)  0.10
N (-1.73, 1.20, 2.29)  0.27
C (-2.93, 1.83, 1.99)  0.13
H (-4.13, 2.56, 5.10)  0.03
H (-1.88, 1.44, 5.65)  0.00
H (-0.47, 0.63, 3.83)  0.00
H (-3.18, 1.94, 0.95)  0.01
O (0.15, -0.90, -1.58)  0.00
S (1.24, -1.90, -1.85)  0.00
C (0.61, -3.49, -1.26)  0.00
C (-0.65, -4.07, -1.85)  0.00
C (-0.87, -5.43, -1.71)  0.00
C (-2.04, -6.03, -2.16)  0.00
C (-3.01, -5.25, -2.78)  0.00
C (-2.80, -3.89, -2.93)  0.00
C (-1.64, -3.30, -2.45)  0.00
C (1.12, -2.22, -3.70)  0.00
C (1.13, -0.87, -4.33)  0.00
C (2.30, -0.10, -4.32)  0.00
C (2.28, 1.22, -4.74)  0.00
C (1.10, 1.80, -5.16)  0.00
C (-0.07, 1.05, -5.19)  0.00
C (-0.05, -0.27, -4.77)  0.00
H (0.47, -3.29, -0.19)  0.00
H (1.45, -4.19, -1.36)  0.00
H (-0.12, -6.04, -1.21)  0.00
H (-2.20, -7.09, -2.02)  0.00
H (-3.93, -5.71, -3.14)  0.00
H (-3.56, -3.27, -3.40)  0.00
H (-1.52, -2.23, -2.52)  0.00
H (0.25, -2.81, -3.97)  0.00
H (2.04, -2.78, -3.91)  0.00
H (3.22, -0.55, -3.97)  0.00
H (3.20, 1.80, -4.71)  0.00
H (1.07, 2.84, -5.45)  0.00
H (-1.00, 1.51, -5.51)  0.00
H (-0.96, -0.85, -4.77)  0.00
C (1.91, 1.35, 5.33)  0.00
As (2.56, 1.36, 3.52)  0.00
C (2.89, 3.20, 3.09)  0.00
C (4.28, 0.48, 3.63)  0.00
O (1.52, 0.56, 2.53)  0.00
H (2.69, 1.67, 6.02)  0.00
H (1.59, 0.34, 5.58)  0.00
H (1.05, 2.02, 5.40)  0.00
H (3.41, 3.68, 3.92)  0.00
H (1.93, 3.67, 2.89)  0.00
H (3.48, 3.26, 2.18)  0.00
H (4.79, 0.80, 4.54)  0.00
H (4.88, 0.73, 2.75)  0.00
H (4.09, -0.59, 3.61)  0.00
C (0.26, -3.64, 2.78)  0.00
C (-0.22, -2.21, 3.00)  0.00
O (-1.07, -1.77, 1.96)  0.00
C (-2.43, -2.07, 2.17)  0.00
C (-3.24, -1.56, 1.00)  0.00
H (0.80, -4.00, 3.66)  0.00
H (0.93, -3.65, 1.92)  0.00
H (-0.59, -4.31, 2.59)  0.00
H (0.64, -1.54, 3.00)  0.00
H (-0.74, -2.11, 3.97)  0.00
H (-2.76, -1.58, 3.10)  0.00
H (-2.56, -3.15, 2.29)  0.00
H (-2.96, -0.53, 0.79)  0.00
H (-4.30, -1.59, 1.23)  0.00
H (-3.05, -2.16, 0.11)  0.00

=====

Record 3
Formula: C36H46AuIN4P2
Source: OMol25
Level of theory: the ωB97M-V functional and the def2-TZVPD basis

E_LUMO (alpha / beta) (eV): -7.73 / -7.67
Total charge: +2
Gap between HOMO and LUMO (alpha / beta) (eV): 4.65 / 4.75
Energy (a.u.): -2734.04156
Highest occupied orbital energy (alpha / beta) (eV): -12.38 / -12.42

Last column: Löwdin charge in e.
Atoms and positions in Å:
Au (0.01, -0.03, -0.11)  0.91
C (0.22, 2.35, -4.93)  -0.08
C (0.59, 1.17, -4.01)  -0.51
C (0.42, -0.19, -4.73)  -0.10
P (-0.24, 1.18, -2.36)  1.09
C (-0.27, 2.92, -1.73)  -0.55
C (1.15, 3.50, -1.74)  -0.10
C (-1.30, 3.88, -2.35)  -0.07
C (-1.99, 0.75, -2.61)  -0.30
C (-2.61, 0.63, -3.84)  -0.07
C (-3.97, 0.32, -3.93)  -0.05
C (-4.73, 0.13, -2.78)  -0.05
C (-4.14, 0.25, -1.55)  -0.02
C (-2.76, 0.56, -1.44)  -0.32
N (-2.13, 0.60, -0.23)  -0.05
C (-2.77, 0.94, 0.95)  -0.35
C (-3.79, 1.91, 0.98)  -0.02
C (-4.35, 2.29, 2.18)  -0.04
C (-3.91, 1.71, 3.37)  -0.05
C (-2.91, 0.75, 3.35)  -0.09
C (-2.32, 0.36, 2.16)  -0.35
P (-1.02, -0.89, 2.00)  1.07
C (-0.13, -1.11, 3.60)  -0.52
C (0.46, 0.22, 4.09)  -0.11
C (-0.89, -1.85, 4.71)  -0.08
C (-1.88, -2.51, 1.68)  -0.51
C (-1.96, -2.84, 0.19)  -0.11
C (-3.27, -2.58, 2.33)  -0.08
H (0.66, 2.17, -5.91)  0.10
H (0.62, 3.29, -4.56)  0.06
H (-0.85, 2.46, -5.06)  0.08
H (1.64, 1.29, -3.74)  0.09
H (-0.28, -0.10, -5.57)  0.08
H (0.06, -0.99, -4.09)  0.08
H (1.37, -0.51, -5.15)  0.08
H (-0.56, 2.77, -0.69)  0.01
H (1.46, 3.81, -2.74)  0.07
H (1.89, 2.79, -1.36)  0.06
H (1.19, 4.39, -1.11)  0.09
H (-0.99, 4.24, -3.33)  0.07
H (-1.40, 4.75, -1.69)  0.09
H (-2.28, 3.42, -2.44)  0.08
H (-2.05, 0.77, -4.75)  0.09
H (-4.43, 0.23, -4.91)  0.12
H (-5.77, -0.14, -2.86)  0.12
H (-4.71, 0.05, -0.65)  0.12
H (-4.09, 2.39, 0.05)  0.12
H (-5.11, 3.06, 2.20)  0.12
H (-4.35, 2.01, 4.31)  0.12
H (-2.59, 0.32, 4.28)  0.09
H (0.70, -1.75, 3.31)  0.09
H (-0.31, 0.93, 4.37)  0.05
H (1.09, 0.68, 3.32)  0.04
H (1.09, 0.04, 4.97)  0.10
H (-1.71, -1.26, 5.13)  0.07
H (-0.19, -2.05, 5.52)  0.10
H (-1.30, -2.80, 4.38)  0.07
H (-1.23, -3.25, 2.17)  0.10
H (-2.57, -2.11, -0.35)  0.07
H (-2.43, -3.82, 0.06)  0.09
H (-0.98, -2.88, -0.29)  0.05
H (-3.97, -1.94, 1.79)  0.09
H (-3.27, -2.29, 3.38)  0.07
H (-3.64, -3.61, 2.26)  0.10
I (-0.20, 3.39, 2.22)  1.05
C (1.70, 2.75, 1.63)  -0.78
C (2.78, 3.56, 1.96)  -0.12
C (4.05, 3.15, 1.61)  -0.03
C (4.20, 1.94, 0.96)  -0.04
C (3.07, 1.20, 0.67)  -0.15
N (1.83, 1.59, 0.99)  -0.05
H (2.61, 4.50, 2.47)  0.10
H (4.91, 3.76, 1.86)  0.13
H (5.18, 1.57, 0.67)  0.12
H (3.15, 0.25, 0.15)  0.08
N (2.44, -3.62, 0.08)  0.16
C (1.70, -2.60, 0.56)  -0.16
N (1.62, -1.60, -0.30)  -0.01
C (2.38, -1.99, -1.41)  -0.22
C (2.73, -1.30, -2.56)  -0.03
C (3.55, -1.93, -3.47)  -0.05
C (4.03, -3.23, -3.24)  -0.05
C (3.72, -3.92, -2.09)  0.01
C (2.91, -3.26, -1.17)  -0.17
H (2.66, -4.47, 0.58)  0.18
H (1.25, -2.62, 1.53)  0.11
H (2.38, -0.28, -2.72)  0.07
H (3.84, -1.42, -4.37)  0.12
H (4.67, -3.70, -3.98)  0.12
H (4.11, -4.91, -1.89)  0.13